No. 1
DFT (ωB97M-V/def2-TZVPD) results for a cluster of 2 separate species, C2H10NS in total.

```
14
Properties=species:S:1:pos:R:3:lowdin_charge:R:1
S 0.443 0.237 1.432 0.68
N -2.656 0.135 0.109 0.28
C 1.447 0.018 -1.129 -0.19
C 1.934 -0.152 0.323 -0.49
H -1.721 -0.337 0.306 0.08
H 2.511 0.690 0.644 0.03
H 1.934 -0.520 -1.962 0.08
H 0.428 -0.251 -1.342 0.02
H -2.709 0.520 -0.819 0.14
H 1.501 1.141 -1.302 0.10
H 0.450 -0.983 2.015 -0.12
H -3.575 -0.240 0.328 0.15
H 2.400 -1.153 0.640 0.11
H -2.389 0.895 0.757 0.13
```

Results
Total charge: +1



No. 2
DFT (ωB97M-V/def2-TZVPD) results for a cluster of 2 separate species, C15H18 in total.

```
33
Properties=species:S:1:pos:R:3:lowdin_charge:R:1
C 2.761 2.106 -1.945 -0.10
C 2.064 2.772 0.232 -0.28
C 0.661 3.276 -1.629 -0.09
C -2.430 -0.788 -0.583 -0.09
C 1.629 2.731 -2.488 -0.09
C -3.641 -2.611 0.554 -0.08
C -3.593 -1.425 -0.166 -0.12
C -2.414 -3.172 0.875 -0.07
C 0.847 3.225 -0.242 -0.06
C 0.040 -3.365 0.734 -0.24
C 0.414 -3.167 2.160 -0.12
C -1.240 -2.588 0.433 -0.26
C 3.013 2.181 -0.597 -0.06
C -1.213 -1.366 -0.250 -0.04
C 2.302 2.801 1.744 -0.05
H 1.591 3.006 -3.535 0.10
H 3.490 1.698 -2.626 0.10
H -4.534 -3.103 0.860 0.09
H -4.555 -1.137 -0.640 0.11
H 3.249 3.289 1.951 0.07
H 0.894 -4.050 2.587 0.07
H -0.263 -0.839 -0.400 0.12
H -0.206 3.815 -2.021 0.10
H 1.201 -2.461 2.488 0.08
H 2.379 1.770 2.107 0.08
H -2.407 -4.090 1.523 0.13
H -2.551 0.151 -1.107 0.10
H 0.082 3.617 0.421 0.11
H -0.508 -2.887 2.682 0.08
H 1.560 3.459 2.197 0.07
H -0.119 -4.437 0.552 0.10
H 0.814 -3.282 -0.079 0.12
H 3.952 1.821 -0.213 0.11
```

Results
SMILES: CCc1ccccc1.Cc1ccccc1



| no. | HOMO energy (eV) | frontier orbital gap (eV) |
| --- | --- | --- |
| 1 | -13.386 | 9.47 |
| 2 | -8.928 | 9.79 |